114
Properties=species:S:1:pos:R:3 method="wB97M-V/def2-TZVPD" gap_ev="8.0 / 6.0" molar_mass_g_mol=837.628 multiplicity=2 e_homo_ev="-5.84 / -5.59" max_force_ev_per_a=5.11 charge=-1
Ag -7.80 -4.77 11.44
C -6.54 -6.53 9.24
O -6.40 -5.12 9.50
O -7.33 -6.89 10.33
C -7.05 -6.90 7.72
F -7.51 -5.80 7.02
F -5.94 -7.29 7.06
F -7.80 -7.97 7.68
C -5.33 -4.45 8.79
C -5.32 -3.03 9.35
H -5.24 -3.01 10.44
H -4.46 -2.49 8.96
H -6.22 -2.51 9.01
H -5.44 -4.43 7.71
H -4.36 -4.89 9.00
H -5.59 -7.04 9.44
C -6.03 -4.14 14.10
O -7.43 -3.85 13.83
O -5.71 -4.70 12.83
C -5.23 -2.95 14.70
F -5.21 -1.82 13.98
F -5.67 -2.70 15.96
F -3.97 -3.18 14.87
C -8.29 -3.78 14.95
C -9.48 -2.99 14.42
H -9.99 -3.67 13.74
H -10.19 -2.82 15.23
H -9.16 -2.06 13.96
H -7.99 -3.17 15.81
H -8.52 -4.72 15.45
H -6.00 -4.95 14.83
C -9.57 -3.26 8.34
C -10.44 -4.16 9.18
C -10.76 -5.50 8.46
O -9.86 -4.28 10.47
H -9.30 -2.31 8.81
H -9.91 -2.97 7.35
H -8.58 -3.69 8.21
H -11.43 -3.72 9.29
H -9.84 -6.08 8.38
H -11.19 -5.42 7.46
H -11.48 -5.98 9.11
C -4.20 -7.61 3.97
O -3.70 -8.94 3.98
H -3.44 -6.88 3.67
H -5.02 -7.49 3.26
H -4.55 -7.33 4.96
H -2.79 -8.91 4.27
C -2.12 -4.35 6.06
O -0.97 -4.18 6.81
H -2.66 -3.40 6.04
H -1.99 -4.60 5.01
H -2.78 -5.13 6.47
H -1.23 -3.85 7.67
C -4.17 -10.33 7.45
O -3.61 -11.21 8.38
H -3.63 -10.47 6.51
H -5.23 -10.52 7.24
H -4.14 -9.28 7.73
H -3.92 -12.11 8.28
C -10.28 -8.23 5.27
O -10.74 -9.42 5.83
H -9.28 -8.03 5.66
H -10.14 -8.33 4.20
H -10.87 -7.34 5.49
H -11.48 -9.79 5.34
C -7.40 -10.78 9.87
O -7.70 -9.97 10.99
H -6.66 -10.29 9.24
H -7.00 -11.75 10.14
H -8.39 -10.92 9.42
H -7.69 -9.06 10.70
C -6.96 -1.21 11.48
O -7.77 -2.35 11.26
H -6.92 -0.64 10.55
H -7.33 -0.56 12.27
H -5.93 -1.46 11.74
H -8.59 -2.04 10.86
C -7.00 -9.66 4.85
O -5.91 -10.50 4.51
H -7.34 -9.01 4.05
H -7.80 -10.32 5.22
H -6.73 -9.01 5.69
H -5.17 -9.91 4.34
C -3.01 -8.22 10.45
O -2.15 -8.83 9.49
H -2.44 -8.08 11.37
H -3.34 -7.22 10.14
H -3.91 -8.80 10.62
H -2.65 -9.54 9.08
C -5.71 -2.24 5.77
O -5.17 -1.08 5.16
H -5.48 -2.21 6.84
H -6.79 -2.27 5.67
H -5.30 -3.17 5.37
H -4.24 -0.93 5.35
C -1.29 -1.95 9.06
O -1.68 -3.29 9.30
H -0.90 -1.89 8.04
H -2.14 -1.27 9.11
H -0.52 -1.56 9.73
H -2.04 -3.37 10.18
C -2.08 -4.56 12.30
O -3.13 -3.92 11.54
H -2.04 -5.65 12.18
H -1.10 -4.15 12.04
H -2.25 -4.31 13.35
H -3.97 -4.26 11.85
C -6.68 0.66 7.48
O -8.00 1.03 7.19
H -6.65 -0.41 7.67
H -5.99 0.82 6.66
H -6.32 1.24 8.33
H -8.55 0.84 7.96